Below is a single C3H6OS molecule at a distorted geometry, with properties calculated with the ωB97M-V functional and the def2-TZVPD basis.

CARTESIAN COORDINATES (ANGSTROEM)
1 H -1.087 -1.868 0.172
2 H -1.113 -0.028 1.501
3 C -1.576 -1.019 -0.337
4 S 1.593 -0.499 0.138
5 O -0.552 1.216 -0.009
6 H -2.604 -1.292 -0.618
7 H 1.173 1.567 -1.001
8 H -2.460 0.600 0.504
9 C -1.466 0.202 0.447
10 C 0.710 0.840 -0.342
11 H -0.994 -0.871 -1.307

Calculated values
**Multiplicity**: 1
**Gap between HOMO and LUMO**: 9.2 eV
**Energy above the lowest of the compared OMol25 structures with the same formula, charge and spin**: 117.0 kJ/mol
**Max |F|**: 3.54 eV/A
**HOMO energy**: -8.980 eV
**SMILES string**: CCOC=S

***

Below is C27H32F3HoN9O2S6Si as an isolated structure at a distorted geometry, with properties calculated with the ωB97M-V functional and the def2-TZVPD basis.

CARTESIAN COORDINATES (ANGSTROEM)
1 S -1.615 -4.902 -2.148
2 H -6.580 2.715 -1.344
3 H 5.090 -3.375 -0.532
4 C -0.243 5.220 0.946
5 H 2.846 2.131 -6.450
6 C 3.926 0.356 2.696
7 C -1.327 4.589 0.364
8 C 3.032 -2.675 -0.773
9 H -2.216 5.130 0.085
10 N -4.492 1.471 -1.792
11 S -2.117 -7.579 -0.935
12 H -5.092 -3.344 0.289
13 Si 1.356 2.665 -4.446
14 H 4.463 -3.185 -2.855
15 H 1.736 4.896 1.736
16 C -0.438 -3.764 -0.054
17 H 2.964 4.301 -3.410
18 N -5.766 3.253 -1.103
19 C -0.818 -3.546 -1.341
20 C 2.633 -1.375 -2.734
21 C -1.548 -6.038 -0.840
22 C -1.263 3.217 0.116
23 N -3.153 -0.239 -2.474
24 H 5.848 -2.291 -2.533
25 C 2.635 1.674 -5.487
26 H -0.023 3.446 -6.436
27 Ho -0.167 -0.167 -0.086
28 H -0.676 1.968 -5.743
29 C -2.405 2.553 -0.540
30 N 2.330 -1.547 -1.335
31 H 4.854 -1.600 -0.403
32 H 2.263 0.669 -5.673
33 F 3.344 -0.425 3.613
34 H 2.767 -2.755 0.283
35 C 0.827 3.093 1.022
36 H 4.400 -1.044 -3.983
37 H 4.449 -0.285 -2.362
38 C -0.218 2.923 -5.502
39 C 3.308 0.203 1.243
40 H -5.457 -2.520 2.624
41 S -0.815 -5.371 0.583
42 C -4.637 -2.141 2.030
43 H 2.282 -2.254 -3.285
44 S -1.588 0.406 2.347
45 C -3.294 0.873 -1.762
46 F 3.839 1.625 3.146
47 C -4.570 2.621 -1.142
48 H 2.684 -3.589 -1.269
49 H -3.181 -2.458 -0.986
50 H -2.294 -0.799 -2.422
51 C -4.441 -2.607 0.729
52 N -3.541 3.242 -0.560
53 H -0.256 6.284 1.139
54 H 1.659 2.461 1.299
55 C -2.698 -0.749 1.755
56 C 1.010 1.721 -2.913
57 H 2.077 -0.502 -3.091
58 H 2.370 4.949 -4.931
59 S -0.588 -2.124 -2.294
60 N -2.231 1.349 -1.076
61 C -3.772 -1.209 2.543
62 N -2.504 -1.214 0.496
63 H 3.577 1.581 -4.952
64 H 1.356 4.984 -3.498
65 H 2.614 -0.699 -0.841
66 S 0.372 -2.704 1.030
67 N -0.200 2.482 0.445
68 C 2.085 4.391 -4.043
69 F 5.245 0.044 2.718
70 C 4.548 -2.514 -0.922
71 H -3.971 -0.600 -2.936
72 O 4.138 0.096 0.338
73 H -0.953 3.500 -4.946
74 C 0.768 1.063 -1.909
75 C 4.137 -1.163 -2.931
76 H -5.855 4.007 -0.442
77 N 4.839 -2.356 -2.376
78 C 0.864 4.454 1.281
79 H -3.888 -0.811 3.541
80 C -3.367 -2.112 0.023
81 O 2.074 0.214 1.187

Calculated values
**Multiplicity**: 5
**Net charge**: -1
**⟨S²⟩**: 6.004
**Gap between HOMO and LUMO (alpha / beta)**: 4.9 / 4.9 eV
**Max |F|**: 1.25 eV/A
**HOMO energy (alpha / beta)**: -3.600 / -3.604 eV

***

Below is C2H3N3O as an isolated structure at a distorted geometry, with properties calculated with the ωB97M-V functional and the def2-TZVPD basis.

CARTESIAN COORDINATES (ANGSTROEM)
1 C 0.286 0.087 -0.124
2 N -1.886 0.008 -0.358
3 H -2.221 -0.308 1.588
4 H 1.835 0.216 -1.599
5 N -0.658 0.293 -0.978
6 N 1.631 0.059 -0.613
7 H 2.601 -0.034 0.211
8 O -0.097 -0.160 1.035
9 C -1.490 -0.163 0.838

Calculated values
**Multiplicity**: 1
**Gap between HOMO and LUMO**: 9.5 eV
**Energy above the lowest of the compared OMol25 structures with the same formula, charge and spin**: 269.6 kJ/mol
**Max |F|**: 7.82 eV/A
**HOMO energy**: -9.007 eV

***

Below is a single C4H10O2 molecule, with properties calculated with the ωB97M-V functional and the def2-TZVPD basis.

CARTESIAN COORDINATES (ANGSTROEM)
1 C 0.038 0.192 0.048
2 H -0.363 1.704 -1.552
3 H 2.075 0.836 0.133
4 C -0.776 -1.152 -0.164
5 H -0.001 2.305 0.061
6 O -0.693 -2.022 0.970
7 H 0.421 -0.447 1.796
8 H -1.831 -0.949 -0.386
9 H 1.935 -0.887 -0.268
10 H 1.623 0.348 -1.503
11 H -1.603 1.656 -0.274
12 O 0.042 0.376 1.458
13 H -1.391 -1.789 1.599
14 H -0.352 -1.755 -0.972
15 C -0.539 1.519 -0.486
16 C 1.498 0.102 -0.441

Calculated values
**Multiplicity**: 1
**Gap between HOMO and LUMO**: 11.0 eV
**Energy above the lowest of the compared OMol25 structures with the same formula, charge and spin**: 80.6 kJ/mol
**Max |F|**: 0.43 eV/A
**HOMO energy**: -10.110 eV
**SMILES string**: CC(C)(O)CO

***

Below is a single C4H12N2 molecule at a distorted geometry, with properties calculated with the ωB97M-V functional and the def2-TZVPD basis.

CARTESIAN COORDINATES (ANGSTROEM)
1 C -1.185 0.374 0.411
2 H -0.048 -1.608 1.280
3 H -2.079 1.009 0.318
4 H 0.868 2.394 -0.542
5 H -0.783 0.626 1.400
6 H -2.370 -1.318 -0.425
7 H 3.112 1.270 -0.910
8 H -0.957 -2.924 0.943
9 H 1.953 0.718 -2.031
10 H 1.041 1.399 0.819
11 C 0.991 1.334 -0.276
12 N -0.659 -2.016 0.597
13 H 0.045 -0.247 -1.030
14 C 2.181 0.709 -0.958
15 H -2.408 -0.994 1.344
16 H 2.347 -0.336 -0.700
17 C -1.781 -1.053 0.447
18 N -0.269 0.662 -0.684

Calculated values
**Multiplicity**: 1
**Gap between HOMO and LUMO**: 9.9 eV
**Energy above the lowest of the compared OMol25 structures with the same formula, charge and spin**: 83.4 kJ/mol
**Max |F|**: 1.67 eV/A
**HOMO energy**: -8.724 eV
**SMILES string**: CCNCCN

***

Below is a single C5H6O molecule, with properties calculated with the ωB97M-V functional and the def2-TZVPD basis.

CARTESIAN COORDINATES (ANGSTROEM)
1 C -0.576 1.096 -0.581
2 O -0.187 -2.530 -0.121
3 H 1.917 -0.789 0.853
4 H 1.733 -0.116 -0.786
5 C -1.005 -0.224 0.025
6 H -0.050 1.141 -1.533
7 H -1.321 1.877 -0.454
8 H -2.006 -0.340 0.423
9 C 1.196 -0.427 0.117
10 C -0.029 -1.335 -0.138
11 H 0.162 1.038 1.594
12 C 0.166 0.607 0.600

Calculated values
**Multiplicity**: 1
**Gap between HOMO and LUMO**: 10.6 eV
**Energy above the lowest of the compared OMol25 structures with the same formula, charge and spin**: 132.1 kJ/mol
**Max |F|**: 0.60 eV/A
**HOMO energy**: -9.532 eV
**SMILES string**: O=C1C[C@H]2C[C@@H]12

***

Below is C20H26EuI2N2O2S4 as an isolated structure, with properties calculated with the ωB97M-V functional and the def2-TZVPD basis.

CARTESIAN COORDINATES (ANGSTROEM)
1 S 1.706 -2.811 0.617
2 H -2.447 -2.608 -1.336
3 H 3.859 -2.860 1.642
4 H -3.598 4.865 -0.730
5 S 2.242 0.412 1.084
6 H 3.536 1.147 -0.789
7 H -0.452 5.326 2.912
8 S 0.578 1.162 -1.735
9 H 2.063 -3.487 -3.008
10 C -3.612 2.798 -1.241
11 H -1.591 -4.078 0.421
12 N -2.184 1.355 0.005
13 C 1.052 -0.885 -3.474
14 C -2.462 -3.452 0.640
15 O -0.472 0.881 1.996
16 C -0.846 2.128 1.811
17 H 2.976 -1.939 -1.217
18 Eu -0.734 -0.710 0.539
19 H -3.939 -3.917 2.736
20 H 4.054 -0.858 0.145
21 C 1.757 0.256 -2.758
22 C 1.690 2.293 -0.857
23 H 2.171 0.952 -3.489
24 I 0.991 2.887 4.071
25 H 4.354 -0.433 1.826
26 C -2.278 -2.966 2.047
27 C 3.057 -2.123 1.610
28 H 1.036 2.838 -0.173
29 H 3.391 2.408 0.432
30 C -2.503 -2.231 -0.314
31 C 2.527 -2.901 -0.988
32 S 0.228 -2.093 -2.406
33 C 3.594 -0.780 1.128
34 C -3.202 3.880 -0.517
35 H -4.339 2.896 -2.037
36 H 1.014 -4.213 -1.800
37 C -1.755 4.784 1.327
38 H -3.346 -4.091 0.569
39 H -3.068 -2.989 3.915
40 H -3.358 0.664 -1.516
41 H 3.318 -3.649 -0.912
42 C -2.257 3.728 0.524
43 I -2.377 6.759 1.052
44 C -1.781 2.421 0.766
45 N -3.161 -3.328 2.970
46 H 2.645 -2.038 2.617
47 C 1.538 -3.295 -2.071
48 O -1.330 -2.196 2.336
49 C 2.842 1.636 -0.106
50 C -3.066 1.541 -0.948
51 H 1.756 -1.423 -4.109
52 H -3.502 -1.784 -0.225
53 C -0.840 4.520 2.303
54 H 2.565 -0.118 -2.132
55 C -0.387 3.205 2.541
56 H 0.263 -0.496 -4.120
57 H 2.085 3.010 -1.575

Calculated values
**Multiplicity**: 7
**Net charge**: +1
**⟨S²⟩**: 12.052
**Gap between HOMO and LUMO (alpha / beta)**: 6.9 / 7.5 eV
**Energy above the lowest of the compared OMol25 structures with the same formula, charge and spin**: 10.0 kJ/mol
**Max |F|**: 0.82 eV/A
**HOMO energy (alpha / beta)**: -10.043 / -10.029 eV

***

Below is C4H15N3O as an isolated structure at a distorted geometry, with properties calculated with the ωB97M-V functional and the def2-TZVPD basis.

CARTESIAN COORDINATES (ANGSTROEM)
1 N -1.114 -0.130 -0.976
2 H 0.584 -2.103 -0.469
3 H -1.759 -2.715 1.398
4 N 1.870 1.925 -0.791
5 H 1.978 -1.328 -1.183
6 H -2.767 1.039 -0.711
7 H 2.193 -1.361 1.568
8 H 1.423 2.662 -0.250
9 H 2.359 2.331 -1.584
10 H -1.186 1.865 -0.331
11 H -2.592 1.038 1.599
12 H -1.471 -1.042 -0.583
13 C 1.461 -0.777 1.014
14 H 1.859 0.249 0.918
15 H -1.486 -0.245 1.428
16 N -1.726 0.733 1.171
17 H 0.856 0.995 -0.844
18 C 1.176 -1.177 -0.441
19 C 0.328 -0.076 -1.110
20 C -1.762 0.941 -0.256
21 O -1.326 -1.967 0.983
22 H 0.522 -0.096 -2.183
23 H 0.580 -0.763 1.632

Calculated values
**Multiplicity**: 1
**Gap between HOMO and LUMO**: 4.2 eV
**Energy above the lowest of the compared OMol25 structures with the same formula, charge and spin**: 777.7 kJ/mol
**Max |F|**: 6.00 eV/A
**HOMO energy**: -7.825 eV

***

Below is a 3-piece molecular cluster, C3H7IO2S overall at a distorted geometry, with properties calculated with the ωB97M-V functional and the def2-TZVPD basis.

CARTESIAN COORDINATES (ANGSTROEM)
1 H 1.673 0.403 -1.701
2 H 1.524 -0.408 1.032
3 I -5.221 1.197 -0.243
4 H -4.237 -0.214 -0.008
5 C 0.033 0.908 0.661
6 O -1.489 -2.299 1.813
7 H 0.097 -0.238 -1.794
8 H 1.313 -1.305 -1.269
9 H -0.077 1.172 1.722
10 C 0.888 0.032 0.288
11 H -0.373 1.493 -0.151
12 S -1.767 -2.160 0.415
13 O -2.965 -1.595 -0.070
14 C 0.985 -0.233 -1.173

Calculated values
**Multiplicity**: 1
**Gap between HOMO and LUMO**: 8.4 eV
**Energy above the lowest of the compared OMol25 structures with the same formula, charge and spin**: 124.4 kJ/mol
**Max |F|**: 3.27 eV/A
**HOMO energy**: -9.623 eV

***

Below is C3H2F9K2O10S3 as an isolated structure at a distorted geometry, with properties calculated with the ωB97M-V functional and the def2-TZVPD basis.

CARTESIAN COORDINATES (ANGSTROEM)
1 O 1.999 0.209 -1.557
2 O -2.602 3.235 0.090
3 F -2.137 2.034 -2.764
4 O 1.058 -7.150 1.329
5 C -0.021 -0.310 0.033
6 F -2.494 3.979 -3.651
7 F 2.513 -4.470 2.080
8 F 1.601 -4.295 0.062
9 O -4.502 3.677 -1.354
10 K 3.818 -0.692 3.174
11 O -0.951 -5.749 1.048
12 S 0.360 -5.906 1.725
13 S 1.618 0.589 -0.219
14 O -0.067 3.768 1.169
15 F 0.653 -3.343 1.791
16 O 2.605 0.132 0.766
17 H 0.520 3.191 0.681
18 O 0.151 -5.923 3.185
19 H -0.945 3.455 0.954
20 C -2.026 3.366 -2.566
21 F -0.303 -0.235 1.391
22 C 1.391 -4.341 1.382
23 F 0.068 -1.627 -0.403
24 F -0.784 3.646 -2.364
25 O -2.845 5.430 -1.022
26 F -1.012 0.335 -0.650
27 K 4.056 0.969 -3.099
28 S -3.107 3.985 -1.084
29 O 1.387 2.042 -0.130

Calculated values
**Multiplicity**: 2
**Net charge**: -2
**⟨S²⟩**: 0.750
**Gap between HOMO and LUMO (alpha / beta)**: 1.9 / 6.8 eV
**Max |F|**: 4.92 eV/A
**HOMO energy (alpha / beta)**: 0.031 / -3.927 eV

***

Below is C2H6AuO2 as an isolated structure at a distorted geometry, with properties calculated with the ωB97M-V functional and the def2-TZVPD basis.

CARTESIAN COORDINATES (ANGSTROEM)
1 H 0.491 0.148 1.646
2 H 1.414 0.948 0.316
3 C -0.722 1.160 0.181
4 H -0.757 2.098 0.754
5 H -0.708 1.421 -0.886
6 Au -0.334 -2.297 -0.018
7 O 0.687 -0.880 -0.076
8 C 0.510 0.372 0.569
9 H 0.987 -1.004 -1.282
10 H -1.639 0.615 0.447
11 O 0.072 -2.582 -1.650

Calculated values
**Multiplicity**: 3
**Net charge**: +1
**⟨S²⟩**: 2.012
**Gap between HOMO and LUMO (alpha / beta)**: 8.1 / 8.9 eV
**Energy above the lowest of the compared OMol25 structures with the same formula, charge and spin**: 110.7 kJ/mol
**Max |F|**: 14.39 eV/A
**HOMO energy (alpha / beta)**: -14.561 / -16.196 eV

***

Below is a single C9H17N3O4S molecule at a distorted geometry, with properties calculated with the ωB97M-V functional and the def2-TZVPD basis.

CARTESIAN COORDINATES (ANGSTROEM)
1 C -2.600 1.898 2.334
2 S -1.437 0.841 -3.338
3 H 0.242 2.343 -2.387
4 O -0.518 -2.527 2.360
5 O -2.405 1.285 0.027
6 N -1.908 -0.288 1.488
7 N 2.896 0.066 -0.399
8 H 4.355 -0.123 1.057
9 H -1.230 -3.512 0.750
10 C -2.297 0.936 1.186
11 H -1.675 2.161 2.827
12 C 0.290 1.335 -2.854
13 C -0.216 -1.170 -0.199
14 H -1.774 -0.525 2.463
15 C 2.376 0.640 -1.481
16 H -3.255 1.425 3.026
17 H 1.005 -0.623 -2.483
18 C -1.488 -2.669 1.369
19 H 4.997 -0.055 -0.590
20 O 3.016 1.504 -2.109
21 H -1.977 1.062 -2.152
22 C 0.931 0.287 -1.919
23 N -0.035 0.014 -0.806
24 H 4.354 1.395 0.244
25 O 0.644 -2.078 -0.224
26 H -3.078 2.761 1.905
27 H -2.298 -1.449 -0.233
28 H 2.339 -0.571 0.094
29 H 0.316 -2.524 1.897
30 C 4.227 0.333 0.090
31 C -1.532 -1.373 0.547
32 H -0.696 0.736 -0.581
33 H -2.458 -2.868 1.870
34 H 0.892 1.336 -3.778

Calculated values
**Multiplicity**: 1
**Gap between HOMO and LUMO**: 9.5 eV
**Energy above the lowest of the compared OMol25 structures with the same formula, charge and spin**: 48.8 kJ/mol
**Max |F|**: 2.70 eV/A
**HOMO energy**: -9.081 eV
**SMILES string**: CNC(=O)[C@H](CS)NC(=O)[C@@H](CO)NC(C)=O

***

Question: Which of these has the highest max |F|?
Answer: C2H6AuO2

***

Please write out number 10 again, unchanged.
Below is C3H2F9K2O10S3 as an isolated structure at a distorted geometry, with properties calculated with the ωB97M-V functional and the def2-TZVPD basis.

CARTESIAN COORDINATES (ANGSTROEM)
1 O 1.999 0.209 -1.557
2 O -2.602 3.235 0.090
3 F -2.137 2.034 -2.764
4 O 1.058 -7.150 1.329
5 C -0.021 -0.310 0.033
6 F -2.494 3.979 -3.651
7 F 2.513 -4.470 2.080
8 F 1.601 -4.295 0.062
9 O -4.502 3.677 -1.354
10 K 3.818 -0.692 3.174
11 O -0.951 -5.749 1.048
12 S 0.360 -5.906 1.725
13 S 1.618 0.589 -0.219
14 O -0.067 3.768 1.169
15 F 0.653 -3.343 1.791
16 O 2.605 0.132 0.766
17 H 0.520 3.191 0.681
18 O 0.151 -5.923 3.185
19 H -0.945 3.455 0.954
20 C -2.026 3.366 -2.566
21 F -0.303 -0.235 1.391
22 C 1.391 -4.341 1.382
23 F 0.068 -1.627 -0.403
24 F -0.784 3.646 -2.364
25 O -2.845 5.430 -1.022
26 F -1.012 0.335 -0.650
27 K 4.056 0.969 -3.099
28 S -3.107 3.985 -1.084
29 O 1.387 2.042 -0.130

Calculated values
**Multiplicity**: 2
**Net charge**: -2
**⟨S²⟩**: 0.750
**Gap between HOMO and LUMO (alpha / beta)**: 1.9 / 6.8 eV
**Max |F|**: 4.92 eV/A
**HOMO energy (alpha / beta)**: 0.031 / -3.927 eV